54
Properties=species:S:1:pos:R:3 method="wB97M-V/def2-TZVPD" e_homo_ev=-8.03 gap_ev=8.67 smiles="COc1cccc(-c2cccc(NC(=O)C3CCN(Cc4ccon4)CC3)c2)c1" charge=0 e_lumo_ev=0.645 relative_energy_kj_mol=365.84
C 4.89036 1.23860 6.04163
O 4.07357 1.21734 4.89860
C 4.30383 0.26430 3.95023
C 5.31240 -0.69027 4.01057
C 5.44714 -1.60420 2.97717
C 4.60097 -1.57671 1.88818
C 3.58432 -0.62378 1.81710
C 2.67505 -0.58097 0.66107
C 3.16007 -0.78212 -0.62854
C 2.29786 -0.73700 -1.70919
C 0.95105 -0.49518 -1.52164
C 0.45343 -0.29031 -0.23482
N -0.91967 -0.04818 -0.11253
C -1.63809 0.22736 1.00483
O -1.16476 0.29639 2.12109
C -3.13683 0.46545 0.80023
C -3.45885 1.74465 0.01655
C -3.37326 1.57334 -1.49658
N -4.20925 0.46826 -1.93311
C -4.33200 0.38853 -3.36714
C -3.08170 0.09640 -4.14748
C -2.98350 0.00951 -5.56397
C -1.67039 -0.26919 -5.77949
O -1.02653 -0.34604 -4.61484
N -1.91034 -0.11784 -3.60817
C -3.83694 -0.79801 -1.32639
C -3.90772 -0.71528 0.19613
C 1.31874 -0.33525 0.85087
C 3.44459 0.28709 2.85333
H 4.52012 2.05970 6.65379
H 5.93907 1.42454 5.78548
H 4.81572 0.30455 6.60856
H 5.99239 -0.73526 4.84671
H 6.22913 -2.34798 3.03236
H 4.70937 -2.30677 1.10042
H 4.21471 -0.95198 -0.78565
H 2.67779 -0.88889 -2.70911
H 0.28175 -0.46200 -2.36807
H -1.41121 -0.06503 -0.99599
H -3.50455 0.60778 1.82316
H -2.79282 2.55100 0.32847
H -4.48209 2.03523 0.26346
H -3.75869 2.48197 -1.97052
H -2.32754 1.45651 -1.81984
H -5.06546 -0.39066 -3.60598
H -4.73800 1.34000 -3.73002
H -3.76598 0.13594 -6.28106
H -1.09213 -0.42922 -6.66717
H -4.56092 -1.54694 -1.66445
H -2.84350 -1.13836 -1.65692
H -4.95693 -0.59585 0.47456
H -3.55008 -1.65354 0.62404
H 0.93049 -0.19447 1.84517
H 2.67582 1.04281 2.82493


58
Properties=species:S:1:pos:R:3 method="wB97M-V/def2-TZVPD" e_homo_ev=-0.71 gap_ev=5.17 charge=-2 e_lumo_ev=4.461
Zn 0.34212 -0.03781 0.19256
C 2.20640 2.70468 -2.60961
C 2.71739 1.38201 -3.02642
C 3.10148 1.16657 -4.36864
C 3.74494 0.01867 -4.79857
C 3.66961 -1.08131 -3.98390
C 3.24279 -0.95647 -2.64614
C 3.34513 -2.19275 -1.74323
C 2.67801 0.23267 -2.18418
N 2.30449 0.39302 -0.84409
C 3.00441 1.26738 -0.14303
O 4.00910 1.91232 -0.39898
C 2.46878 1.38205 1.27461
C 3.17792 2.07358 2.29879
C 2.67150 2.19896 3.57370
C 1.45205 1.55279 3.87106
C 0.75350 0.88928 2.78567
N 1.28153 0.87674 1.59090
C -0.71407 0.48165 2.96745
O -1.27625 0.77807 4.01910
N -1.19133 -0.25884 1.94436
C -2.45360 -0.63127 1.87915
C -3.49031 0.28251 1.45677
C -3.14490 1.76001 1.28043
C -4.84163 -0.05088 1.50763
C -5.20484 -1.36475 1.91010
C -4.27780 -2.23342 2.43811
C -2.95195 -1.88478 2.41343
C -1.87923 -2.76717 3.01389
H 1.18880 2.45163 -2.36499
H 2.21152 3.43413 -3.44167
H 2.73418 3.01999 -1.71461
H 3.08695 2.03505 -4.99768
H 4.04423 -0.17269 -5.79837
H 3.92563 -2.06447 -4.32947
H 4.41263 -2.57041 -1.79001
H 2.73342 -3.08850 -1.85363
H 3.19131 -1.80902 -0.74661
H 4.00895 2.67682 1.98958
H 3.09100 2.92422 4.32409
H 1.02345 1.40055 4.87981
H -2.50671 1.84176 0.38457
H -2.65089 2.20209 2.18946
H -4.09884 2.25876 1.06985
H -5.66526 0.53958 1.04991
H -6.21948 -1.76804 1.75988
H -4.64840 -3.19920 2.76674
H -1.02074 -2.76779 2.30527
H -2.28201 -3.76501 3.13565
H -1.45730 -2.39005 3.97570
O -5.15208 -2.11915 -2.69110
C -3.99616 -1.67325 -2.63573
S -3.55784 0.06554 -2.52476
C -1.99352 -0.14924 -1.96281
C -1.50768 -1.53070 -1.75350
S -0.13607 -2.12383 -0.82375
S -2.56277 -2.72012 -2.40947
S -0.94153 1.16783 -1.66325


43
Properties=species:S:1:pos:R:3 method="wB97M-V/def2-TZVPD" e_homo_ev=-8.11 gap_ev=8.44 smiles="CC(C)OCCCNC(=O)Nc1cccc2ccccc12" charge=0 e_lumo_ev=0.334 relative_energy_kj_mol=107.64
C -2.96799 -2.01771 0.50225
C -4.05518 -1.28259 -0.28762
C -5.36049 -1.24402 0.50114
O -3.72060 0.07129 -0.54169
C -2.62526 0.28363 -1.39418
C -2.32623 1.78021 -1.39877
C -1.82951 2.24767 -0.02857
N -0.52067 1.72596 0.28876
C -0.33735 0.77083 1.23538
O -1.20242 0.37316 1.98827
N 0.93122 0.22228 1.29461
C 2.13436 0.67150 0.74849
C 2.42075 2.01543 0.64965
C 3.64205 2.45355 0.12451
C 4.58725 1.55485 -0.28151
C 4.34170 0.16938 -0.18587
C 5.30585 -0.77673 -0.59300
C 5.05323 -2.11704 -0.51715
C 3.81611 -2.57122 -0.03886
C 2.86263 -1.68057 0.37135
C 3.09770 -0.29037 0.32266
H -2.13167 -2.29859 -0.13511
H -2.60372 -1.37097 1.29801
H -3.38058 -2.92331 0.93783
H -4.22101 -1.79710 -1.25248
H -5.18222 -0.77469 1.46437
H -5.74123 -2.24981 0.65434
H -6.10053 -0.65922 -0.03822
H -2.86240 -0.06507 -2.41414
H -1.73895 -0.26515 -1.04674
H -3.24441 2.31635 -1.63763
H -1.58001 2.00014 -2.16585
H -1.79131 3.34210 -0.00226
H -2.51260 1.88887 0.74336
H 0.20400 1.85779 -0.40029
H 0.98265 -0.57593 1.91153
H 1.70971 2.74210 1.01258
H 3.83265 3.51471 0.06294
H 5.53523 1.88945 -0.67568
H 6.25261 -0.41616 -0.96887
H 5.79812 -2.83355 -0.83044
H 3.61891 -3.63245 0.00131
H 1.90959 -2.04899 0.72161